Formula: C13H52O13
Source: OMol25
Level of theory: ωB97M-V/def2-TZVPD

Computed properties:
max |F| = 2.09 eV/A
LUMO = 0.0 eV
energy relative to the best compared isomer or geometry (same formula, charge and spin) = 1.973 eV
2S+1 = 1

Each line ends with the Löwdin charge.
Positions of all 78 atoms, in Å:
C  -3.974811  -0.718785  1.872460  -0.16
O  -3.446711  0.579725  1.817180  -0.13
H  -3.544711  -1.356325  1.100030  0.05
H  -3.783721  -1.114885  2.869810  0.08
H  -5.057961  -0.747925  1.754020  0.08
H  -3.573441  0.944315  0.938190  0.00
C  -2.799531  2.721285  -0.449090  -0.14
O  -3.706721  1.661535  -0.591990  -0.12
H  -2.321321  2.942065  -1.403380  0.08
H  -3.383531  3.610625  -0.212190  0.09
H  -2.047251  2.638405  0.335330  0.08
H  -4.372361  1.872945  -1.250650  0.11
C  -0.930341  -3.401765  1.939330  -0.12
O  -0.476231  -2.906095  3.223900  -0.13
H  -1.415861  -2.567875  1.432370  0.05
H  -0.098421  -3.837545  1.386070  0.06
H  -1.676421  -4.175095  2.122170  0.08
H  0.130129  -2.174485  3.087240  0.02
C  1.924319  4.915875  -1.291180  -0.18
O  2.899699  4.101295  -0.697180  -0.13
H  0.986279  4.362535  -1.335830  0.07
H  1.809469  5.832445  -0.712560  0.08
H  2.130619  5.126115  -2.340630  0.07
H  2.462979  3.683735  0.048830  0.02
C  1.506149  -4.213175  -1.066200  -0.13
O  1.166309  -4.904375  -2.250710  -0.12
H  1.525519  -4.988825  -0.300630  0.09
H  2.526609  -3.837335  -1.140410  0.08
H  0.813209  -3.409695  -0.816500  0.07
H  1.880869  -5.531545  -2.383640  0.09
C  0.570079  4.263765  2.164800  -0.10
O  1.370239  3.200995  1.527890  -0.15
H  0.470099  4.090555  3.236290  0.06
H  1.171869  5.166285  2.057930  0.08
H  -0.435061  4.380415  1.759590  0.08
H  0.772309  2.520855  1.209340  0.03
C  -0.285551  -2.147885  -3.822110  -0.15
O  -0.824271  -3.462095  -3.795160  -0.11
H  0.791269  -2.001695  -3.906830  0.07
H  -0.623551  -1.666825  -4.739950  0.08
H  -0.589771  -1.518275  -2.985960  0.06
H  -0.114911  -3.970445  -3.395170  0.04
C  2.520579  -0.410965  2.469230  -0.14
O  1.715749  -0.923235  3.521100  -0.14
H  2.429129  0.675185  2.465830  0.08
H  3.561109  -0.664505  2.672010  0.09
H  2.126729  -0.806745  1.533100  0.06
H  1.276729  -0.154925  3.893340  0.00
C  -3.430091  -2.593095  -1.568730  -0.20
O  -3.010141  -3.779775  -2.152800  -0.10
H  -3.962451  -1.910455  -2.231070  0.07
H  -4.185071  -2.812885  -0.813880  0.08
H  -2.589851  -2.046095  -1.141090  0.06
H  -2.341421  -3.574895  -2.810400  0.02
C  -0.719061  1.330215  4.276550  -0.10
O  0.630379  1.163915  4.680120  -0.12
H  -0.730521  2.213205  3.637580  0.06
H  -1.068461  0.479775  3.691080  0.08
H  -1.334801  1.550645  5.148540  0.09
H  0.673359  1.268685  5.633420  0.10
C  3.917399  -0.127915  -0.644420  -0.15
O  4.659239  -1.350995  -0.647710  -0.12
H  4.118399  0.474985  -1.529980  0.07
H  2.858179  -0.374895  -0.716140  0.05
H  3.966899  0.450815  0.277920  0.08
H  4.388549  -1.802505  -1.450490  0.06
C  1.665599  1.311655  -3.805340  -0.07
O  0.460649  1.351315  -2.956680  -0.15
H  2.442929  1.843585  -3.256790  0.08
H  1.924669  0.266115  -3.972170  0.07
H  1.505979  1.741205  -4.794330  0.08
H  -0.303351  1.317105  -3.536970  0.08
C  -0.183391  0.041325  0.053620  -0.12
O  0.418969  1.301395  -0.272490  -0.14
H  -0.109341  -0.148025  1.124490  0.07
H  -1.264101  0.054855  -0.087710  0.06
H  0.201939  -0.829005  -0.477540  0.07
H  0.343319  1.512145  -1.206010  0.03

Cartesian forces, eV/Å:
C -0.20 -0.14 0.13
O 0.38 0.22 0.77
H 0.14 -0.24 0.09
H 0.26 -0.14 -0.13
H -0.25 0.17 -0.15
H -0.34 -0.12 -0.26
C -0.39 1.93 -0.73
O 0.18 -1.10 0.11
H 0.41 -0.14 0.01
H 0.12 0.34 0.19
H -0.24 -0.87 -0.08
H 0.05 0.11 0.07
C 0.26 0.69 1.36
O -0.70 -0.83 -0.55
H 0.03 -0.17 -0.55
H -0.07 0.10 -0.24
H 0.08 0.05 0.06
H 0.51 0.21 0.02
C -0.45 -0.38 -0.01
O 0.63 -0.02 -0.65
H -0.46 0.16 0.21
H -0.23 0.26 -0.23
H 0.55 0.19 0.11
H -0.09 -0.26 0.57
C 0.73 -0.75 0.61
O -0.35 0.37 -0.81
H -0.18 0.47 0.66
H 0.01 0.43 0.06
H -0.09 -0.24 -0.28
H -0.16 -0.14 -0.31
C 1.30 -0.77 -0.14
O -0.95 1.37 0.88
H 0.06 -0.25 0.06
H -0.31 0.10 -0.17
H 0.15 -0.03 -0.36
H -0.11 -0.41 -0.41
C -0.47 1.14 -0.87
O 0.95 0.84 -0.01
H 0.34 -0.96 0.26
H -0.41 0.09 -0.01
H -0.27 -0.16 0.26
H 0.06 -0.95 0.34
C -0.36 0.07 0.45
O -0.02 -0.62 -0.37
H 0.13 0.17 -0.28
H 0.04 -0.17 -0.42
H 0.53 -0.01 -0.21
H -0.17 0.18 0.68
C -0.49 0.44 0.34
O -0.44 -0.51 0.01
H 0.09 0.12 -0.56
H 0.31 -0.17 0.33
H 0.03 0.18 0.35
H 0.41 -0.14 -0.33
C -0.06 0.83 -0.26
O 0.21 0.05 0.41
H -0.33 -0.01 -0.15
H -0.10 -0.10 0.28
H -0.29 -0.32 -0.20
H 0.21 -0.14 -0.05
C -1.15 -0.43 -0.49
O 0.11 0.55 0.33
H 0.43 0.29 0.18
H -0.34 0.01 -0.02
H 0.79 -0.24 -0.09
H 0.13 -0.12 0.02
C -0.81 -0.32 0.69
O 0.79 0.19 -1.14
H -0.04 -0.11 -0.16
H 0.25 -0.01 0.19
H -0.16 0.34 0.20
H -0.10 -0.03 0.02
C -0.66 0.43 0.10
O -0.09 -0.73 1.37
H 0.53 0.20 0.04
H -0.21 0.14 -0.39
H 0.40 0.15 -0.21
H -0.05 -0.32 -0.51